The following is a quantum chemistry calculation of a single C4H5NO molecule at a distorted geometry, from the OMol25 dataset.

Results
* maximum force: 1.808 eV Å⁻¹
* total energy: -285.27549 a.u.
* E_LUMO (alpha / beta): -0.14 / -0.14 eV
* energy relative to the best compared isomer or geometry (same formula, charge and spin): 87.3 kcal per mole
* HOMO-LUMO gap (alpha / beta): 0.311 / 0.311 Ha

Structure (XYZ):
```
11
Properties=species:S:1:pos:R:3:forces:R:3:mulliken_charge:R:1
O -1.775 1.553 0.528 0.1384 0.0112 0.1447 -0.59
C -0.882 0.757 0.338 -0.2863 0.4811 -0.0659 0.33
N -0.109 0.815 -0.824 -0.0387 0.1413 0.4545 -0.13
C 0.758 -0.187 -1.188 0.0855 -0.1764 0.7251 -0.34
C 0.384 -1.229 0.725 -0.8344 0.1244 -0.4703 -0.74
C -0.441 -0.326 1.228 -0.1231 -0.0489 -0.3082 -0.06
H -0.493 1.455 -1.510 0.0471 -0.4212 -0.0759 0.28
H 1.650 -0.412 -0.681 1.3770 1.1578 0.1779 0.24
H 0.898 -0.190 -2.291 -0.6694 -1.2628 0.6822 0.33
H 0.867 -1.929 1.439 0.0385 0.0140 -1.1370 0.28
H -0.858 -0.308 2.235 0.2654 -0.0205 -0.1271 0.39
```
Positions in Å, forces in eV/Å.